Entry 1:
A 8-piece molecular cluster, C31H38F8NO26 overall, computed with ωB97M-V with the def2-TZVPD basis set.

Properties
**Lowest unoccupied orbital energy**: 0.0413 Eh
**2S+1**: 1
**HOMO energy**: -4.7 eV
**M**: 992.61 g/mol
**Charge**: -1
**HOMO-LUMO gap**: 5.8541 eV

Positions of all 104 atoms, in Å:
C1 2.4760 -5.0904 -0.2543
H1 -7.0704 8.1190 -3.8766
O1 -6.6148 6.1174 -3.6050
H2 -8.7813 1.7668 2.2578
H3 4.0722 -1.9722 -3.5320
H4 0.4773 1.5684 -1.0309
C2 4.9202 -2.8651 3.4444
O2 2.1833 -0.6182 -0.2455
H5 0.1278 1.0941 -2.6861
O3 -10.7843 1.2533 2.6044
H6 -3.4351 2.2758 -2.6695
C3 -11.9249 1.8279 2.2020
C4 9.1933 -2.7781 5.8336
C5 -6.4092 0.1892 -0.1257
C6 6.4570 -4.4873 3.6500
H7 -9.5709 0.9058 0.9409
C7 6.0844 -4.3791 -3.7170
F1 -4.4251 8.5734 -2.5774
C8 3.8957 -6.8446 -0.1369
H8 -4.6721 7.9883 -4.4623
H9 6.5062 -1.6119 -3.8152
H10 4.2487 -6.1428 -2.1378
O4 6.4470 -5.4341 -4.1221
N1 -5.7071 2.6372 -0.0101
C9 4.7336 -2.6845 -3.0519
C10 -1.5339 2.0775 -1.6667
C11 -6.4482 7.4889 -3.2484
C12 3.2882 -0.5582 -1.0213
C13 -4.9583 7.6881 -3.4520
H11 3.9508 0.8060 1.3501
H12 -6.7080 7.6297 -2.1979
O5 2.3517 -5.7400 -1.4257
H13 6.7179 -3.9338 1.5859
H14 7.3635 -2.0536 6.8316
C14 -5.4256 5.4869 -3.4708
C15 -3.4584 0.4357 -1.5477
O6 -3.4292 5.4750 0.4642
C16 3.9870 -0.2573 1.1097
C17 -4.4379 4.6028 0.7907
O7 4.8237 -3.9014 -3.8204
C18 10.0182 -1.3679 7.3980
C19 3.4539 -6.6357 -1.5744
H15 4.6685 -0.7677 1.7764
H16 5.7241 -5.3947 1.7878
C20 -4.7394 3.6511 -0.3535
H17 -1.8386 2.1764 -0.6194
C21 -0.3038 1.1744 -1.6847
O8 4.3957 -0.4360 -0.2547
O9 1.8071 -4.1918 0.1198
H18 -1.2453 4.2430 -1.4187
H19 8.7130 -2.6761 4.8686
O10 3.2892 -0.6297 -2.2092
H20 -1.9394 -0.1940 -3.5801
O11 -13.0059 1.6112 2.6523
C22 -10.2758 2.9423 1.1505
O12 -4.9908 4.6903 1.8408
H21 4.3618 -2.9148 -2.0521
C23 -2.3423 0.8094 -3.7381
H22 -1.8490 3.7891 -3.0091
H23 -3.7991 3.1999 -0.6634
O13 3.5359 -5.6062 0.4452
O14 4.8110 -3.6085 2.3250
O15 6.8734 -3.4884 -3.0686
O16 -4.4458 6.3999 -3.1929
F2 6.5169 -1.6549 -1.8262
O17 -7.1107 0.4418 0.8578
C24 -2.7408 1.4683 -2.4132
O18 -4.1214 0.9839 -0.4220
O19 10.0673 -1.6734 6.0798
C25 2.5929 -0.8557 1.0959
H24 -5.0963 4.2872 -1.1668
F3 7.8082 -4.5433 3.7536
H25 -0.1539 3.5252 -2.5796
O20 9.0421 -2.1017 8.0072
O21 4.1651 -1.9950 3.7229
O22 -11.6810 2.7209 1.2056
H26 -2.8655 5.0789 -0.2112
O23 -5.2512 4.3239 -3.5796
F4 7.8097 -3.9033 7.4216
H27 3.1408 -7.5354 -2.0947
F5 5.2423 -7.0055 -0.0321
H28 -5.6793 1.4084 -1.7332
H29 2.5542 -1.9290 1.2889
O24 -6.2862 -0.8390 -0.8197
H30 -4.1605 -0.1541 -2.1433
H31 -3.1889 0.7696 -4.4229
C26 -9.7146 1.6555 1.7176
H32 -1.5572 1.3874 -4.2366
C27 6.1863 -2.2482 -2.9892
H33 9.7598 -3.7096 5.8753
O25 6.0188 -3.2365 4.1598
C28 -5.4714 1.3198 -0.6564
H34 3.4091 -7.6610 0.3983
F6 -9.9250 3.1739 -0.1327
C29 -1.1778 3.4839 -2.2031
H35 -2.7247 -0.2702 -1.1452
H36 -10.0444 3.8347 1.7359
C30 5.9780 -4.4318 2.2152
F7 -6.9211 3.0756 -0.6189
H37 6.0299 -5.2899 4.2523
F8 1.7511 -0.2275 1.9391
H38 -0.5345 0.1606 -1.3520
C31 8.2362 -2.6852 7.0047
O26 10.7101 -0.5792 7.9432

Löwdin atomic charge list, values in e, 8 entries: C -0.541; H 0.137; O 0.080; H 0.134; H 0.124; H 0.075; C -0.547; O 0.136

***

Entry 2:
C31H38NPSiW as an isolated structure, computed with ωB97M-V with the def2-TZVPD basis set.

Properties
**Lowest unoccupied orbital energy (spin up / spin down)**: -0.2792 / -0.3589 Eh
**2S+1**: 3
**HOMO energy (spin up / spin down)**: -13.1 / -13.1 eV
**M**: 667.55 g/mol
**Charge**: +2
**HOMO-LUMO gap (spin up / spin down)**: 5.4941 / 3.3268 eV

Positions of all 73 atoms, in Å:
H1 -1.3780 0.2419 -3.9831
C1 -4.2815 -0.7001 2.5495
H2 -2.9898 4.5088 4.2577
H3 -3.2916 -2.6661 -3.5258
C2 2.1325 -1.7078 -2.4722
C3 1.4512 2.8141 -2.8967
C4 2.2296 0.9001 2.9578
H4 0.4477 5.7532 1.9763
H5 1.3269 0.3837 6.6839
Si1 -0.4493 0.8153 1.9303
C5 -1.9883 2.9645 3.1272
H6 -2.5094 -2.9894 -1.9698
H7 -5.2857 -0.4720 2.1924
H8 -2.6708 2.1970 3.4929
C6 -0.1008 3.6637 1.7998
H9 2.8959 1.5070 -0.5971
H10 -1.9866 -1.3371 -4.6047
H11 2.4633 3.1452 -3.1275
H12 -4.0661 -2.1565 -1.9911
H13 0.7044 3.4408 1.0932
N1 -2.4525 -0.9755 -2.6298
H14 1.7077 -2.7016 -2.2902
H15 -0.5696 -1.2797 -3.5525
H16 -0.6576 -1.5636 3.7042
C7 0.5696 0.6801 4.6843
C8 3.2459 0.6627 3.8890
C9 -4.0476 -1.8105 3.3670
C10 2.9294 0.4352 5.2342
H17 4.1970 -1.1164 -0.2974
C11 -2.7516 -2.1107 3.7937
H18 3.2745 0.8644 -2.2178
C12 -0.2489 4.9709 2.2853
H19 -3.1792 1.7288 -2.7645
H20 -2.5631 -2.9802 4.4266
H21 3.1363 -0.7975 1.1351
H22 4.2894 0.6647 3.5678
H23 3.0508 -2.3776 0.3080
C13 -1.2810 5.2875 3.1762
H24 -4.8789 -2.4514 3.6627
C14 -2.1663 4.2807 3.5789
C15 -1.9130 -0.1733 2.6093
P1 1.9181 -0.7279 -0.9527
W1 -0.2549 -0.3084 -0.3050
H25 3.2041 -1.7903 -2.6925
C16 -1.6757 -1.3045 3.4002
H26 -1.3965 6.3040 3.5640
C17 -2.5054 1.4603 -1.9292
H27 0.7029 -0.4454 1.1070
H28 2.4909 1.1676 1.9253
H29 3.7147 0.2387 5.9623
C18 1.5892 0.4923 5.6325
H30 -2.1813 -0.3474 -0.5792
C19 0.3337 3.4204 -3.4661
H31 -0.6677 -1.7689 -1.0780
C20 -0.9451 2.6372 2.2543
C21 -3.1129 -2.2570 -2.5240
C22 1.2889 1.7223 -2.0414
H32 0.4608 4.2422 -4.1718
C23 0.8791 0.7948 3.3282
H33 -3.3979 1.0072 1.5442
C24 -0.9434 2.9891 -3.1477
C25 -0.0069 1.3053 -1.6827
H34 -0.4729 0.7362 5.0210
H35 1.6065 -1.2538 -3.3208
C26 -2.6644 -0.0349 -1.5863
H36 -3.7152 -0.1684 -1.2786
C27 3.2166 -1.3021 0.1637
H37 -1.8314 3.4474 -3.5745
C28 -3.2132 0.1278 2.1768
C29 -1.1274 1.9183 -2.2581
C30 -1.5544 -0.8175 -3.7355
H38 -2.8878 2.0366 -1.0614
C31 2.4651 0.9872 -1.4748

Löwdin atomic charge list, values in e, 8 entries: H 0.117; C -0.069; H 0.114; H 0.123; C -0.223; C -0.002; C -0.143; H 0.111

***

Entry 3:
C31H39AlN6O5PTe as an isolated structure, computed with ωB97M-V with the def2-TZVPD basis set.

Properties
**Lowest unoccupied orbital energy (spin up / spin down)**: 0.1455 / 0.1455 Eh
**2S+1**: 2
**ΔE to the lowest compared entry with this formula, charge and spin**: 21.4 kJ/mol
**HOMO energy (spin up / spin down)**: 0.9 / 0.2 eV
**M**: 761.25 g/mol
**Charge**: -2
**HOMO-LUMO gap (spin up / spin down)**: 3.0184 / 3.7188 eV

Positions of all 84 atoms, in Å:
C1 3.3901 -3.6615 -0.3870
C2 -0.8536 1.4387 4.0122
H1 -1.6828 5.5984 -2.0055
H2 6.3887 1.4073 -1.4950
H3 -4.1180 2.5908 2.5859
H4 -6.7554 1.3093 1.8440
C3 4.9119 -6.9143 -1.6206
H5 -3.7299 -0.5265 0.3449
H6 -2.8827 1.0068 3.2791
P1 -2.4336 1.8760 0.4189
C4 -1.8557 1.0466 2.9177
C5 -3.2151 5.5601 -0.4818
C6 -0.9117 -1.4557 -2.5075
H7 -5.9160 -0.9550 1.9082
H8 3.9093 4.6744 -0.2493
H9 1.0994 2.3339 3.5530
C7 -0.2999 -4.1134 -2.8724
H10 -2.0000 -4.1870 -4.1795
H11 -0.0970 3.3735 1.3675
H12 -1.5187 5.0843 0.7754
O1 2.2453 -3.2922 0.0866
C8 5.4677 1.7765 -1.0520
C9 4.7675 -5.5525 -1.3542
H13 -5.9547 1.3077 3.4186
C10 4.7402 -0.5491 -0.8071
C11 4.5043 0.8210 -0.6351
H14 -4.2922 5.3740 -0.4464
H15 -0.0377 -5.1579 -2.9653
H16 -3.0413 6.6186 -0.2806
O2 0.9390 -1.2219 -1.2177
C12 3.1193 2.6909 0.0807
N1 3.8679 -1.5215 -0.4605
H17 5.7668 -7.2307 -2.2063
H18 5.4228 -3.7813 -1.5013
H19 2.1799 -8.1095 -0.0036
C13 -2.6437 5.1110 -1.8281
H20 -3.3009 5.3472 -2.6658
N2 4.3137 -2.8015 -0.7045
H21 5.6859 -0.8660 -1.2400
C14 -4.5375 0.1490 0.6170
H22 -0.2256 3.5009 3.7543
H23 -5.3127 3.1008 1.3917
C15 -5.7909 1.1934 2.3463
C16 3.9874 -7.8302 -1.1398
C17 2.8986 -7.3983 -0.3919
H24 -1.5519 3.2402 -2.1737
Te1 0.8436 -1.6772 2.5488
N3 -4.0323 1.5217 0.7665
H25 2.2022 3.0379 0.5321
C18 -1.7060 -2.2407 -3.3245
C19 -1.3883 -3.5713 -3.5315
H26 6.0351 3.8342 -1.2463
N4 0.1840 -1.9979 -1.9397
C20 -4.7895 2.2309 1.8038
C21 0.4817 -3.3130 -2.0592
H27 -0.2723 0.5507 4.2646
C22 -0.2856 2.4360 1.8896
C23 3.6548 -5.1030 -0.6124
C24 3.2896 1.3157 -0.0320
H28 0.2758 1.6296 1.4080
H29 -4.4054 -0.4464 2.6776
H30 -3.0421 4.5057 1.4408
H31 4.1275 -8.8867 -1.3413
H32 -2.5789 -1.7895 -3.7752
N5 -2.3357 3.4025 -0.2176
H33 -1.5290 0.0645 2.5543
C25 4.0860 3.6095 -0.3553
O3 2.3591 0.4909 0.4265
H34 -1.0806 -0.4211 -2.2304
C26 -2.4935 4.6546 0.5117
H35 1.3317 -3.6257 -1.4653
C27 5.2682 3.1396 -0.9182
C28 0.0397 2.5100 3.3715
O4 -1.9612 0.8938 -0.5838
H36 1.9014 -5.6604 0.4299
C29 -5.1764 -0.1548 1.9654
O5 5.6973 -4.7037 -1.8189
Al1 2.0566 -1.3023 0.2801
H37 -1.3489 1.8231 4.9077
N6 -1.7479 2.1270 1.8909
H38 -3.3006 3.0415 -2.0664
C30 -2.4470 3.5979 -1.6649
H39 -5.2993 0.1105 -0.1733
C31 2.7400 -6.0394 -0.1429

Löwdin atomic charge list, values in e, 8 entries: C -0.445; C -0.200; H 0.107; H 0.086; H 0.091; H 0.099; C -0.049; H 0.108

***

Entry 4:
C31H39BBr2N7S2Tl as an isolated structure, computed with ωB97M-V with the def2-TZVPD basis set.

Properties
**Lowest unoccupied orbital energy**: 0.1452 Eh
**2S+1**: 1
**ΔE to the lowest compared entry with this formula, charge and spin**: 21.1 kJ/mol
**HOMO energy**: -0.5 eV
**M**: 948.84 g/mol
**Charge**: -2
**HOMO-LUMO gap**: 4.4611 eV

Positions of all 83 atoms, in Å:
H1 -2.1846 1.0003 -2.8636
C1 3.1452 -0.7014 -1.2673
C2 4.1446 1.5246 -1.8627
S1 -3.7342 -3.2216 2.3522
H2 0.2112 2.6712 1.9933
H3 -0.3556 2.4619 -1.9140
H4 -0.0292 0.3040 4.4975
C3 -1.7245 -1.5350 -3.9068
C4 -0.9624 0.5658 4.0310
H5 0.2714 0.2012 -6.4982
H6 -3.7352 -0.7688 -1.8113
C5 2.8595 0.7034 -1.8100
H7 -2.1441 1.8803 -4.3984
H8 0.7756 2.4720 3.6672
N1 2.3453 0.4787 2.0152
C6 2.7856 -0.5798 2.6927
N2 -3.6651 -2.0905 -0.1083
H9 2.8203 2.2532 1.1087
C7 5.0244 0.2516 2.6999
C8 2.1556 0.6144 -5.5601
C9 0.6906 0.3384 -3.0809
H10 3.6246 -0.6672 -0.2821
H11 -2.2716 -3.6245 -0.4021
C10 1.7480 -1.5806 3.0638
B1 -4.4233 0.1280 2.7729
H12 -0.8570 -2.9110 1.6477
H13 2.2119 -1.2588 -1.1755
C11 -0.3255 -3.2190 3.6993
C12 0.7938 0.3245 -5.5501
C13 -2.1398 -0.0886 3.9497
C14 -0.5737 3.4129 -1.4221
C15 2.7917 0.7507 -4.3271
H14 4.4340 -1.6208 3.5933
C16 4.1190 -0.7335 3.0589
H15 0.4821 -3.2863 5.6887
H16 6.0725 0.1541 2.9563
H17 -5.1708 1.0497 2.5652
N3 -1.1165 1.7338 3.3077
C17 0.0639 0.1860 -4.3831
H18 -3.9627 -4.1186 -0.4969
C18 0.5987 -2.9104 4.6793
N4 0.0083 0.2445 -1.9506
H19 5.2411 2.1409 1.6811
H20 3.8099 -1.2370 -1.9534
H21 -4.8061 -0.6235 3.6348
H22 -4.4375 1.0511 0.1533
C19 1.6589 -2.0728 4.3598
H23 3.8562 0.9693 -4.3178
H24 -1.1302 -2.3146 -4.3908
C20 4.5694 1.3531 1.9949
H25 -2.4425 -1.0479 4.3322
C21 -0.0857 2.7063 3.0429
H26 -1.6130 -0.2297 -5.5861
H27 -1.2068 -3.8146 3.8940
N5 0.8876 -1.9111 2.1024
C22 -3.8717 -1.9402 1.2294
H28 2.3780 -1.7646 5.1091
H29 4.5653 1.6332 -0.8583
C23 2.1215 0.6155 -3.1259
C24 -3.2620 -3.3212 -0.7444
C25 -1.4083 -0.1635 -4.5092
H30 -3.3911 0.6500 -4.1260
H31 3.9603 2.5206 -2.2719
N6 -4.2311 -0.6532 1.4253
Br1 -1.3755 4.6416 -2.6829
H32 -3.2318 -3.1561 -1.8194
C26 -3.8955 -0.8878 -0.7546
N7 -3.0102 0.6631 3.1887
S2 -2.9186 3.0505 1.7823
Tl1 -0.5764 0.1811 0.1003
C27 -0.1304 -2.6996 2.4242
H33 -2.7855 -1.7839 -4.0359
C28 -4.2380 -0.0054 0.2063
H34 -0.4550 3.7086 3.2577
H35 4.9105 1.0422 -2.4782
H36 -1.2563 3.3135 -0.5816
C29 -2.3416 0.9092 -3.9389
C30 3.2194 1.4168 1.6743
Br2 1.0984 4.1017 -0.7213
H37 2.1698 1.1844 -1.1069
H38 -1.4784 -1.5250 -2.8440
H39 2.7009 0.7295 -6.4898
C31 -2.3696 1.7809 2.7752

Löwdin atomic charge list, values in e, 8 entries: H 0.043; C -0.068; C -0.096; S 0.487; H 0.029; H -0.055; H 0.101; C -0.098

***

Entry 5:
C31H39Cl4N4O4PbSSb as an isolated structure, computed with ωB97M-V with the def2-TZVPD basis set.

Properties
**Lowest unoccupied orbital energy**: -0.2242 Eh
**2S+1**: 1
**ΔE to the lowest compared entry with this formula, charge and spin**: 74.8 kJ/mol
**HOMO energy**: -12.6 eV
**M**: 1034.52 g/mol
**Charge**: +2
**HOMO-LUMO gap**: 6.4634 eV

Positions of all 85 atoms, in Å:
H1 1.7241 4.4055 -5.1381
C1 -5.0791 -2.0535 2.4432
H2 -2.9784 1.1961 -1.9046
C2 -0.9399 -1.3394 -2.1782
H3 3.7131 3.6625 -6.3830
H4 4.4166 2.9449 -4.9371
H5 -5.8820 -0.7503 5.4658
Cl1 1.8092 0.1788 7.2488
H6 2.9951 4.6366 -2.8984
H7 -3.1297 -1.6401 6.5537
H8 4.2171 4.7007 -5.0526
C3 0.2914 0.1360 5.0148
C4 0.3652 -1.7810 -1.5551
C5 2.6309 -0.1172 4.6861
N1 0.2706 -2.7714 -0.4944
C6 3.0438 0.1529 -4.3214
C7 -3.9868 1.2270 3.2454
H9 -5.0447 1.1253 3.4882
H10 -5.7694 -1.9072 3.2724
C8 5.3710 0.0967 -3.6922
Sb1 -2.9984 -0.4928 4.0754
C9 -5.2188 -1.4513 5.9737
H11 -5.6077 -1.5896 6.9842
C10 -2.5775 -1.4748 -3.9230
Cl2 3.7365 -0.2562 2.2553
S1 0.6071 2.3697 -1.1186
H12 -0.4184 -3.1871 2.6817
H13 -5.2676 -2.4166 5.4717
C11 2.1345 1.8317 -1.6830
Cl3 -1.0621 0.3715 6.0461
C12 2.3427 3.8088 -3.1835
C13 -3.8024 -0.9268 6.0820
H14 1.3370 4.0244 -2.8361
H15 0.8883 -3.9259 1.7504
H16 -0.7720 -4.5081 1.5565
C14 2.3998 -0.1321 3.3134
C15 3.4092 0.1949 -5.6558
H17 -2.9791 -1.9630 -4.8000
H18 0.9939 -2.2095 -2.3330
H19 1.9960 0.1278 -4.0410
H20 1.9207 2.6663 -4.9509
C16 -0.1567 -3.6221 1.7195
H21 0.8525 -0.8893 -1.1538
H22 -3.7547 0.0233 6.6126
H23 -3.9554 3.3669 3.2675
C17 3.7616 3.7412 -5.2981
H24 3.7137 2.2641 -2.8286
H25 2.6465 0.2056 -6.4230
H26 2.3266 0.2470 -0.3978
O1 -1.2416 -1.6938 0.7998
C18 3.6505 -0.1609 -1.9153
C19 -0.4077 -2.5998 0.6421
H27 -5.3841 -2.9630 1.9245
H28 6.1261 0.0283 -2.9201
H29 5.0339 0.2551 -7.0537
N2 2.6495 0.6322 -1.2951
C20 1.1131 -0.0509 2.7400
H30 -3.4976 -3.0919 3.5236
H31 -2.9655 -2.2565 2.0382
H32 0.9453 -3.5188 -0.5279
O2 4.0866 -1.1132 -1.3255
C21 -3.1359 -0.3007 -3.4413
O3 -1.2519 0.1659 3.1867
C22 2.3610 3.6345 -4.7027
H33 -3.5576 2.6605 4.8293
C23 0.0266 0.0507 3.6500
H34 -3.8563 1.1291 2.1669
C24 -1.4684 -2.0006 -3.2773
H35 -1.0065 -2.9147 -3.6246
H36 -3.9846 0.1601 -3.9251
Pb1 -0.9352 0.8252 0.4954
C25 -2.5757 0.2775 -2.3178
O4 0.9816 -0.0238 1.4121
H37 6.7772 0.1660 -5.3012
H38 -2.3658 2.6509 3.5234
C26 4.7519 0.2120 -6.0106
C27 -3.4258 2.5479 3.7535
H39 -5.1887 -1.2218 1.7475
C28 4.0262 0.1076 -3.3315
C29 -3.6301 -2.2122 2.8935
C30 5.7309 0.1670 -5.0287
N3 -1.5079 -0.2287 -1.7001
N4 2.8115 2.5972 -2.5143
Cl4 4.2202 -0.2622 5.3029
C31 1.5605 0.0449 5.5566

Löwdin atomic charge list, values in e, 8 entries: H 0.117; C -0.152; H 0.111; C -0.251; H 0.083; H 0.056; H 0.076; Cl 0.727